1.
C7H13NO3SSi in the gas phase, computed with ωB97M-V/def2-TZVPD.

* 2S+1: 1
* M: 219.338 g/mol
* HOMO level: -8.154 eV

CARTESIAN COORDINATES (ANGSTROEM)
C (-1.713, 0.904, 0.338)
C (0.684, 1.276, -0.051)
C (-0.412, 0.574, 0.571)
C (-2.294, -0.497, 2.299)
C (-3.636, -0.809, 0.328)
C (3.030, 1.073, -0.416)
C (3.525, 0.021, -1.400)
N (-2.599, -0.208, 1.101)
O (-2.376, 1.700, -0.257)
O (0.648, 2.281, -0.719)
O (1.850, 0.611, 0.229)
Si (2.061, -0.718, -2.373)
S (-3.019, -1.796, 3.201)
H (-0.128, -0.320, 1.096)
H (-1.522, 0.077, 2.789)
H (-3.200, -1.544, -0.354)
H (-4.380, -1.295, 0.962)
H (-4.089, -0.016, -0.270)
H (2.793, 2.008, -0.934)
H (3.769, 1.277, 0.368)
H (4.240, 0.481, -2.080)
H (4.053, -0.764, -0.857)
H (2.621, -1.503, -3.476)
H (1.222, 0.344, -2.915)
H (1.277, -1.632, -1.534)
H (-2.407, -1.525, 4.352)

2.
C7H13NO7 in the gas phase in a non-equilibrium geometry, computed with ωB97M-V/def2-TZVPD.

* 2S+1: 1
* energy relative to the best compared isomer or geometry (same formula, charge and spin): 0.00 kcal/mol
* M: 223.181 g/mol
* HOMO level: -10.335 eV
* SMILES: O=CN[C@@]1(O)O[C@@H](CO)[C@H](O)[C@@H](O)[C@@H]1O

CARTESIAN COORDINATES (ANGSTROEM)
C (3.407, 1.393, -0.485)
C (-0.250, -1.614, 0.252)
C (-1.469, -0.876, -0.276)
C (1.015, -0.931, -0.202)
C (-1.336, 0.600, 0.130)
C (0.948, 0.563, 0.152)
C (-2.597, 1.377, -0.472)
N (2.135, 1.646, -0.494)
O (3.976, 0.336, -0.223)
O (-0.124, 1.157, -0.420)
O (-0.329, -2.953, -0.149)
O (-2.619, -1.572, 0.173)
O (2.153, -1.423, 0.462)
O (1.122, 0.667, 1.505)
O (-3.147, 2.400, 0.283)
H (3.967, 2.303, -0.665)
H (-0.321, -1.597, 1.301)
H (-1.252, -0.907, -1.381)
H (1.126, -1.267, -1.291)
H (-1.374, 0.623, 1.181)
H (-3.381, 0.740, -0.618)
H (-2.317, 1.785, -1.455)
H (1.722, 2.650, -0.396)
H (0.256, -3.486, 0.415)
H (-2.304, -2.520, -0.036)
H (2.822, -0.916, 0.005)
H (1.654, -0.211, 1.579)
H (-3.483, 2.031, 1.127)

3.
An isolated ion of composition C7H13O and charge -1 in a non-equilibrium geometry, computed with ωB97M-V/def2-TZVPD.

* 2S+1: 1
* energy relative to the best compared isomer or geometry (same formula, charge and spin): 31.41 kcal/mol
* M: 113.180 g/mol
* HOMO level: -2.292 eV
* total charge: -1
* SMILES: C=C(CC)CCC[O-]

CARTESIAN COORDINATES (ANGSTROEM)
C (2.658, 0.927, -0.292)
O (3.513, 1.687, 0.280)
C (1.163, 1.396, 0.125)
C (0.123, 0.804, -0.802)
C (-0.510, -0.546, -0.398)
C (0.285, -1.612, -0.072)
C (-1.975, -0.640, -0.232)
C (-2.228, -0.660, 1.295)
H (2.811, -0.191, -0.197)
H (2.587, 0.984, -1.478)
H (1.278, 2.504, 0.007)
H (0.887, 1.173, 1.118)
H (0.590, 0.590, -1.772)
H (-0.855, 1.456, -1.084)
H (-0.031, -2.606, 0.147)
H (1.375, -1.658, -0.255)
H (-2.435, 0.143, -0.881)
H (-2.438, -1.582, -0.569)
H (-2.376, 0.315, 1.805)
H (-3.112, -1.310, 1.566)
H (-1.308, -1.176, 1.690)

4.
C7H13O as an isolated structure in a non-equilibrium geometry, computed with ωB97M-V/def2-TZVPD.

* 2S+1: 1
* energy relative to the best compared isomer or geometry (same formula, charge and spin): 113.00 kcal/mol
* M: 113.180 g/mol
* HOMO level: -2.325 eV
* total charge: -1

CARTESIAN COORDINATES (ANGSTROEM)
C (-0.149, -2.840, 0.054)
O (-1.451, -3.252, -0.029)
C (0.091, -1.494, -0.635)
C (1.234, -0.631, -0.036)
C (1.030, 0.681, 0.337)
C (1.845, 1.847, 0.558)
C (-0.162, 1.424, 0.502)
C (-0.760, 2.145, -0.701)
H (0.726, -3.619, -0.257)
H (0.251, -2.781, 1.124)
H (-0.794, -0.776, -0.590)
H (0.291, -1.707, -1.756)
H (-2.706, -0.511, 0.852)
H (2.090, -1.232, -0.065)
H (1.794, 2.649, -0.150)
H (1.959, 2.211, 1.588)
H (-0.591, 1.742, 1.487)
H (-2.026, -0.937, 0.720)
H (0.008, 2.692, -1.305)
H (-1.234, 1.471, -1.356)
H (-1.446, 2.916, -0.343)

5.
A 2-piece molecular cluster, C7H13O overall in a non-equilibrium geometry, computed with ωB97M-V/def2-TZVPD.

* 2S+1: 1
* energy relative to the best compared isomer or geometry (same formula, charge and spin): 132.94 kcal/mol
* M: 113.180 g/mol
* HOMO level: -2.509 eV
* total charge: -1

CARTESIAN COORDINATES (ANGSTROEM)
C (-2.188, -0.562, -0.651)
O (-3.298, 0.187, -0.648)
C (-1.229, -0.169, 0.509)
C (0.024, -0.925, 0.630)
C (1.303, -0.471, 0.333)
C (2.446, -1.255, 0.643)
C (1.481, 0.785, -0.356)
C (2.630, 0.926, -1.320)
H (-1.660, -0.485, -1.626)
H (-2.403, -1.663, -0.549)
H (-1.824, -0.231, 1.431)
H (-1.005, 0.890, 0.436)
H (-4.550, 1.879, 1.726)
H (0.010, -1.944, 1.025)
H (3.435, -0.852, 0.781)
H (2.245, -2.238, 1.063)
H (0.528, 1.291, -0.510)
H (-4.650, 2.042, 1.011)
H (3.068, 0.880, -0.273)
H (2.838, 0.020, -1.887)
H (2.797, 1.896, -1.769)

6.
A 2-piece molecular cluster, C7H14 overall in a non-equilibrium geometry, computed with ωB97M-V/def2-TZVPD.

* 2S+1: 1
* energy relative to the best compared isomer or geometry (same formula, charge and spin): 96.62 kcal/mol
* M: 98.189 g/mol
* HOMO level: -8.593 eV
* SMILES: CC(C)(C)C1=CC1.[H][H]

CARTESIAN COORDINATES (ANGSTROEM)
C (-0.535, 1.699, 0.517)
C (-0.497, 0.216, 0.142)
C (-1.258, -0.022, -1.175)
C (-1.120, -0.631, 1.260)
C (0.871, -0.200, -0.281)
C (1.855, 0.034, -1.095)
C (1.594, -1.402, -0.767)
H (0.018, 1.894, 1.444)
H (-0.100, 2.315, -0.277)
H (-1.573, 2.018, 0.671)
H (-2.291, 0.326, -1.097)
H (-0.754, 0.511, -1.988)
H (-1.259, -1.090, -1.425)
H (-0.629, -0.474, 2.227)
H (-2.176, -0.357, 1.381)
H (-1.077, -1.701, 1.026)
H (1.572, -0.123, 1.717)
H (2.170, 0.736, -1.841)
H (1.906, 0.250, 1.159)
H (2.266, -1.992, -0.131)
H (1.016, -2.008, -1.469)

7.
C7H14 in the gas phase, computed with ωB97M-V/def2-TZVPD.

* 2S+1: 1
* energy relative to the best compared isomer or geometry (same formula, charge and spin): 35.30 kcal/mol
* M: 98.189 g/mol
* HOMO level: -9.030 eV
* SMILES: C[C@@H]1[C@H](C)C1(C)C

CARTESIAN COORDINATES (ANGSTROEM)
C (0.165, 0.484, -2.268)
C (-0.529, -0.227, -1.123)
C (0.017, -1.133, -0.010)
C (1.286, -1.465, 0.756)
C (-0.465, 0.254, 0.294)
C (0.611, 1.302, 0.541)
C (-1.601, 0.285, 1.276)
H (-0.148, 1.537, -2.302)
H (-0.115, 0.030, -3.224)
H (1.254, 0.455, -2.195)
H (-1.532, -0.555, -1.400)
H (-0.724, -1.917, 0.156)
H (1.330, -2.533, 0.973)
H (1.171, -0.968, 1.734)
H (2.234, -1.124, 0.340)
H (0.938, 1.330, 1.588)
H (0.207, 2.288, 0.286)
H (1.506, 1.157, -0.074)
H (-2.289, -0.544, 1.084)
H (-1.172, 0.112, 2.276)
H (-2.145, 1.232, 1.291)

8.
C7H14 in the gas phase, computed with ωB97M-V/def2-TZVPD.

* 2S+1: 1
* energy relative to the best compared isomer or geometry (same formula, charge and spin): 21.87 kcal/mol
* M: 98.189 g/mol
* HOMO level: -9.340 eV
* SMILES: C[C@@H]1[C@H](C)C1(C)C

CARTESIAN COORDINATES (ANGSTROEM)
C (-1.791, -1.252, -0.380)
C (-0.702, -0.340, -0.918)
C (-0.275, 1.016, -0.368)
C (-0.667, 1.797, 0.873)
C (0.626, -0.177, -0.217)
C (0.741, -0.802, 1.162)
C (1.939, -0.080, -0.961)
H (-1.426, -2.284, -0.284)
H (-2.645, -1.274, -1.068)
H (-2.169, -0.944, 0.600)
H (-0.634, -0.382, -2.006)
H (0.023, 1.677, -1.182)
H (-1.039, 2.796, 0.620)
H (0.243, 1.939, 1.470)
H (-1.402, 1.310, 1.517)
H (1.500, -0.292, 1.767)
H (1.030, -1.857, 1.081)
H (-0.201, -0.767, 1.718)
H (1.799, 0.400, -1.936)
H (2.615, 0.561, -0.376)
H (2.436, -1.045, -1.112)

Values for gap between HOMO and LUMO, Eh, ordered as above
0.288 0.400 0.213 0.215 0.174 0.351 0.369 0.381
Values for E_LUMO, eV, ordered as above
-0.330 0.545 3.511 3.538 2.231 0.945 1.008 1.034
Values for total energy, hartree, ordered as above
-1242.61827 -855.90594 -349.67176 -349.54174 -349.50996 -274.96228 -275.06000 -275.08140